Entry 1:
Entry from OMol25: an isolated molecule of C3H9N3O in a non-equilibrium geometry (ωB97M-V with the def2-TZVPD basis set).

Each line ends with the Mulliken charge.
Geometry (Å):
C: 0.27094 -0.50513 -1.03607  0.27
C: 0.86443 -0.46566 0.40610  -1.00
C: -0.60555 1.60126 1.07850  -0.80
N: 0.01716 0.33636 1.40742  -0.31
N: -1.09683 -0.99523 -1.11230  -0.60
N: 1.27623 -1.45356 -1.62207  -0.10
O: 2.06146 -0.91697 -2.41344  -0.30
H: -0.65044 -0.28378 1.86655  0.27
H: 0.36932 0.46007 -1.54065  0.45
H: -1.18587 -1.84954 -0.56872  0.29
H: -1.71995 -0.29131 -0.72979  0.25
H: 1.84818 0.01973 0.42418  0.32
H: 0.92386 -1.47270 0.83774  0.42
H: 0.00941 2.18968 0.38728  0.29
H: -1.59351 1.43742 0.63104  0.25
H: -0.78887 2.18937 1.98425  0.28

Atoms 1-2, force components in eV/Å:
C 0.8 -0.2 0.7
C -1.6 2.1 1.5

- LUMO (eV) = -0.20
- largest force on an atom (eV/A) = 3.12
- charge = 0
- SMILES = CNC[C@H](N)N=O
- calculated total energy (eV) = -9771.562
- Kohn-Sham gap (hartree) = 0.315
- ΔE to the lowest compared entry with this formula, charge and spin (eV) = 3.977
- highest occupied orbital energy (eV) = -8.78

---

Entry 2:
Entry from OMol25: an isolated molecule of C3H9N3O in a non-equilibrium geometry (ωB97M-V with the def2-TZVPD basis set).

Each line ends with the Mulliken charge.
Geometry (Å):
O: 0.31184 -0.53902 -1.47319  -0.64
C: 0.00735 -0.45761 -0.28457  0.55
N: -0.57409 0.53618 0.42560  -0.23
C: -0.56707 1.94646 0.00389  -0.49
N: 0.34473 2.80162 0.67995  -0.58
C: 0.59110 -1.67631 0.53256  -0.32
N: -0.22828 -2.74642 -0.03434  -0.65
H: -0.56879 0.42566 1.42164  0.25
H: -0.31986 1.80447 -1.09053  0.40
H: -1.57478 2.33637 0.03273  0.29
H: 0.76920 3.56658 0.16569  0.23
H: -0.11470 3.18650 1.49872  0.23
H: 0.39804 -1.63618 1.68981  0.22
H: 1.66996 -1.66524 0.43906  0.25
H: 0.29921 -3.61218 0.08946  0.23
H: -0.26789 -2.62431 -1.03575  0.26

Atoms 1-2, force components in eV/Å:
O -1.3 1.4 0.6
C 3.0 -1.2 0.6

- LUMO (eV) = 0.86
- largest force on an atom (eV/A) = 3.50
- charge = 0
- SMILES = NCNC(=O)CN
- calculated total energy (eV) = -9774.291
- Kohn-Sham gap (hartree) = 0.374
- ΔE to the lowest compared entry with this formula, charge and spin (eV) = 1.248
- highest occupied orbital energy (eV) = -9.32

---

Entry 3:
Entry from OMol25: a structure of composition C3H9N3O in a non-equilibrium geometry (ωB97M-V with the def2-TZVPD basis set).

Each line ends with the Mulliken charge.
Geometry (Å):
C: -0.34327 -0.67571 0.32915  0.32
C: -0.36943 1.68626 -0.11830  -0.89
N: -0.52922 0.32776 -0.61466  -0.26
N: -0.80370 -1.92436 -0.04504  -0.64
C: 2.28706 0.04823 0.18323  -0.19
O: -2.25205 0.21145 -0.51127  -0.54
N: 1.43192 -0.86588 0.04882  -0.49
H: -2.39189 -0.70436 -0.81920  0.30
H: -0.51882 -0.43437 1.37830  0.48
H: -0.47977 -2.15494 -0.97873  0.24
H: -0.51307 -2.64290 0.60572  0.24
H: -0.07586 1.75561 0.93451  0.36
H: 0.38864 2.18571 -0.72779  0.35
H: -1.28426 2.27393 -0.20119  0.30
H: 3.35594 -0.21453 0.24457  0.25
H: 2.09779 1.12809 0.29187  0.17

Atoms 1-2, force components in eV/Å:
C 4.5 -0.4 -0.5
C 0.5 0.5 0.1

- LUMO (eV) = 0.92
- largest force on an atom (eV/A) = 4.93
- charge = 0
- calculated total energy (eV) = -9770.216
- Kohn-Sham gap (hartree) = 0.352
- ΔE to the lowest compared entry with this formula, charge and spin (eV) = 5.323
- highest occupied orbital energy (eV) = -8.65

---

Entry 4:
Entry from OMol25: a structure of composition C3H9N3O in a non-equilibrium geometry (ωB97M-V with the def2-TZVPD basis set).

Each line ends with the Mulliken charge.
Geometry (Å):
C: 2.08884 0.30564 -0.21823  -0.88
C: 0.84272 -1.54058 0.37935  -0.71
C: -0.22196 0.61905 -0.16017  0.57
H: 1.96453 1.00051 -1.06628  0.31
H: 3.02102 -0.48864 -0.43889  0.35
H: 2.23806 0.76144 0.87746  0.28
H: -0.04750 -2.51718 0.04376  0.24
H: 1.95256 -2.04366 0.19386  0.28
H: 0.67706 -1.18463 1.61314  0.25
H: -0.65409 2.50878 0.52975  0.20
H: -2.14136 0.85356 0.70558  0.34
H: -3.11554 0.02472 -1.56452  0.13
N: 0.66131 -0.30815 -0.45790  -0.15
N: 0.01161 1.84058 0.15757  -0.70
N: -1.33104 0.12378 0.47116  -0.05
O: -1.94318 -0.85163 -0.26193  -0.45

Atoms 1-2, force components in eV/Å:
C 0.8 -0.5 -1.2
C -2.2 -3.0 1.3

- LUMO (eV) = -1.96
- largest force on an atom (eV/A) = 7.00
- charge = 0
- calculated total energy (eV) = -9764.389
- Kohn-Sham gap (hartree) = 0.252
- ΔE to the lowest compared entry with this formula, charge and spin (eV) = 11.151
- highest occupied orbital energy (eV) = -8.83

---

Entry 5:
Entry from OMol25: a cluster of 2 separate species, C3H9N3O in total in a non-equilibrium geometry (ωB97M-V with the def2-TZVPD basis set).

Each line ends with the Mulliken charge.
Geometry (Å):
C: -0.41549 0.17331 0.19117  0.36
C: -1.51076 -0.89007 0.35700  -1.52
C: 1.62289 -0.06537 -0.19275  0.42
N: -0.65681 1.04616 -0.95253  -0.65
N: 1.71295 -1.30715 0.20287  -0.47
O: -0.45189 0.96366 1.35838  -0.57
N: 2.20650 0.98203 -0.47611  -0.67
H: 0.22833 1.64443 1.26354  0.40
H: -0.65259 0.51894 -1.82006  0.22
H: -1.56599 1.49651 -0.86100  0.24
H: 2.62803 -1.76426 0.23015  0.20
H: 0.55722 -1.03298 0.47755  0.51
H: 1.66724 1.67758 -0.98854  0.34
H: -2.48242 -0.39483 0.46663  0.41
H: -1.34989 -1.49373 1.25283  0.41
H: -1.53731 -1.55425 -0.50912  0.36

Atoms 1-2, force components in eV/Å:
C 0.4 1.0 -0.5
C 0.3 -0.2 0.1

- LUMO (eV) = 0.92
- largest force on an atom (eV/A) = 2.18
- charge = 0
- calculated total energy (eV) = -9770.899
- Kohn-Sham gap (hartree) = 0.339
- ΔE to the lowest compared entry with this formula, charge and spin (eV) = 4.640
- highest occupied orbital energy (eV) = -8.30

---

Entry 6:
Entry from OMol25: a structure of composition C3H9N3O2 in a non-equilibrium geometry (ωB97M-V with the def2-TZVPD basis set).

Each line ends with the Mulliken charge.
Geometry (Å):
C: -1.03865 0.23458 -1.37140  0.60
N: -1.56029 -0.08475 -0.18740  -0.51
N: -1.83678 0.42695 -2.42113  -0.39
N: 0.28113 0.36154 -1.50567  -0.51
H: -0.94761 -0.23242 0.61842  0.46
H: -2.57341 -0.18220 -0.08432  0.14
H: -2.84989 0.32950 -2.31805  0.20
H: -1.43634 0.67208 -3.33003  0.20
H: 0.68156 0.60667 -2.41457  0.14
H: 0.89380 0.21387 -0.69986  0.46
O: 1.53137 0.05344 0.16521  -0.68
O: -0.28379 -0.38648 1.46470  -0.68
C: 0.95014 -0.24256 1.24507  0.82
C: 1.87665 -0.41845 2.47970  -1.10
H: 1.99347 0.56046 2.97439  0.24
H: 1.44474 -1.12935 3.20404  0.31
H: 2.87390 -0.78288 2.18092  0.31

Atoms 1-2, force components in eV/Å:
C 0.6 -0.1 0.8
N -4.8 1.1 -6.2

- LUMO (eV) = 0.70
- largest force on an atom (eV/A) = 7.90
- charge = 0
- calculated total energy (eV) = -11820.850
- Kohn-Sham gap (hartree) = 0.358
- ΔE to the lowest compared entry with this formula, charge and spin (eV) = 3.209
- highest occupied orbital energy (eV) = -9.03

---

Entry 7:
Entry from OMol25: a structure of composition C3H9N3O2 (ωB97M-V with the def2-TZVPD basis set).

Each line ends with the Mulliken charge.
Geometry (Å):
C: 0.79598 -0.24823 2.03192  -0.89
N: 0.76936 -0.19974 0.58132  -0.25
C: -0.46742 -0.26899 0.02047  0.45
C: -0.51555 -0.21330 -1.35914  0.19
N: -1.65605 -0.19268 0.78575  -0.58
N: 0.54034 0.22077 -2.08052  -0.34
O: 1.46095 1.43086 0.23714  -0.70
O: -1.67790 -0.52946 -1.99725  -0.50
H: 2.38701 1.24717 0.44404  0.30
H: -1.65002 -0.18104 -2.89795  0.32
H: -2.47445 -0.12741 0.19546  0.25
H: -1.77130 -0.96706 1.42787  0.22
H: 0.56239 0.18075 -3.08748  0.18
H: 1.25359 0.70241 -1.51159  0.29
H: 0.15176 0.50472 2.49274  0.35
H: 1.82280 -0.11463 2.36764  0.31
H: 0.46850 -1.24415 2.34955  0.39

Atoms 1-2, force components in eV/Å:
C 0.0 0.2 0.0
N 0.6 0.5 -0.4

- LUMO (spin up / spin down) (eV) = 0.49 / 0.49
- largest force on an atom (eV/A) = 0.87
- charge = 0
- calculated total energy (eV) = -11819.317
- Kohn-Sham gap (spin up / spin down) (hartree) = 0.271 / 0.271
- ΔE to the lowest compared entry with this formula, charge and spin (eV) = 4.742
- highest occupied orbital energy (spin up / spin down) (eV) = -6.90 / -6.90

---

Entry 8:
Entry from OMol25: a cluster of 3 separate species, C3H9N3O6 in total in a non-equilibrium geometry (ωB97M-V with the def2-TZVPD basis set).

Each line ends with the Mulliken charge.
Geometry (Å):
C: -0.33406 -4.66976 1.62816  -0.67
N: -0.41012 -3.88792 0.38745  0.80
O: -1.41072 -3.18870 0.21562  -0.49
O: 0.48636 -4.15364 -0.43647  -0.49
H: -0.49108 -5.69861 1.30425  0.27
H: -1.07688 -4.29173 2.33060  0.30
H: 0.68217 -4.47114 1.96863  0.28
C: 2.30730 3.36899 -0.35916  -0.66
N: 1.46294 4.61369 -0.52876  0.86
O: 0.83941 5.07526 0.41878  -0.50
O: 1.41293 5.01740 -1.70933  -0.52
H: 1.83564 2.52441 0.14314  0.20
H: 3.15244 3.61006 0.28561  0.28
H: 2.64470 3.16248 -1.37483  0.32
C: -1.94069 -0.06717 -0.90919  -0.56
N: -1.10003 1.04439 -0.31097  0.82
O: -0.51606 0.76156 0.72553  -0.53
O: -1.25312 2.15487 -0.74154  -0.50
H: -2.75889 -0.20059 -0.20147  0.26
H: -1.34407 -0.97931 -0.92213  0.20
H: -2.18820 0.27546 -1.91391  0.31

Atoms 1-2, force components in eV/Å:
C 0.4 0.5 0.4
N -0.3 -0.6 -1.8

- LUMO (eV) = -0.41
- largest force on an atom (eV/A) = 2.41
- charge = 0
- SMILES = C[N+](=O)[O-].C[N+](=O)[O-].C[N+](=O)[O-]
- calculated total energy (eV) = -20003.285
- Kohn-Sham gap (hartree) = 0.384
- ΔE to the lowest compared entry with this formula, charge and spin (eV) = 0.526
- highest occupied orbital energy (eV) = -10.85

---

Entry 9:
Entry from OMol25: a cluster of 3 separate species, C3H9N3O6 in total in a non-equilibrium geometry (ωB97M-V with the def2-TZVPD basis set).

Each line ends with the Mulliken charge.
Geometry (Å):
C: -0.96369 2.40303 1.40826  -0.65
N: -0.01515 2.24065 0.25597  0.91
O: 0.25557 3.19513 -0.39798  -0.58
O: 0.35384 1.12812 -0.00502  -0.50
H: -1.90831 2.69908 0.99100  0.27
H: -0.61586 3.24257 1.99299  0.30
H: -0.93302 1.48068 1.94942  0.24
C: 1.62124 0.31512 -2.50897  -0.74
N: 1.45980 -0.95785 -1.70811  0.98
O: 0.43323 -1.56587 -1.90524  -0.55
O: 2.31447 -1.31276 -0.91742  -0.56
H: 0.65332 0.49721 -2.95645  0.31
H: 2.33694 0.08771 -3.28998  0.31
H: 1.86968 1.14162 -1.85735  0.27
C: -0.62326 -2.59956 1.00140  -0.72
N: -1.39574 -1.47657 1.65375  0.87
O: -0.93842 -0.99270 2.69836  -0.52
O: -2.39946 -1.01641 1.07997  -0.51
H: 0.44054 -2.52980 1.12125  0.30
H: -0.87736 -2.48900 -0.08370  0.28
H: -1.06836 -3.49040 1.47784  0.30

Atoms 1-2, force components in eV/Å:
C 0.9 0.5 -0.2
N -1.2 -0.5 0.7

- LUMO (eV) = 0.16
- largest force on an atom (eV/A) = 2.27
- charge = 0
- SMILES = C[N+](=O)[O-].C[N+](=O)[O-].C[N+](=O)[O-]
- calculated total energy (eV) = -20003.689
- Kohn-Sham gap (hartree) = 0.411
- ΔE to the lowest compared entry with this formula, charge and spin (eV) = 0.122
- highest occupied orbital energy (eV) = -11.02

---

Entry 10:
Entry from OMol25: a structure of composition C3H9N3OS in a non-equilibrium geometry (ωB97M-V with the def2-TZVPD basis set).

Each line ends with the Mulliken charge.
Geometry (Å):
C: -2.24833 1.17383 -0.38608  -0.54
C: -1.86755 -1.27334 0.47707  -0.26
C: 1.69369 0.19997 1.03888  -0.01
H: -1.25913 1.30467 -0.77345  0.29
H: -2.61533 1.74513 0.62645  0.23
H: -2.83984 1.43585 -1.57345  0.21
H: -1.36681 -0.77918 1.43650  0.31
H: -2.41143 -2.23332 0.31909  0.33
H: 1.76049 1.11942 1.81450  0.20
H: 3.52589 0.81680 0.08302  0.36
H: 1.43326 -0.12021 -1.46531  0.28
H: 3.07511 -1.27759 -1.46921  0.26
N: 0.53087 -0.29796 1.21342  -0.33
N: 2.80665 -0.13079 0.26594  -0.24
N: 2.61853 -0.19967 -1.19396  -0.55
O: -2.69444 -0.29785 -0.15252  -0.36
S: -0.14163 -1.18573 -0.26088  -0.19

Atoms 1-2, force components in eV/Å:
C -4.1 -1.3 -1.0
C 2.0 3.5 0.1

- LUMO (eV) = 0.43
- largest force on an atom (eV/A) = 5.76
- charge = 0
- calculated total energy (eV) = -20602.584
- Kohn-Sham gap (hartree) = 0.328
- ΔE to the lowest compared entry with this formula, charge and spin (eV) = 7.538
- highest occupied orbital energy (eV) = -8.51